# 1
{
  "formula": "C21H34N4O2S",
  "method": "wB97M-V/def2-TZVPD",
  "total_charge": 0,
  "de_lowest_ev": 0.0000,
  "homo_energy_ev": -8.0,
  "mol_weight_g_mol": 406.60,
  "elements": ["C", "C", "H", "H", "O", "C", "O", "N", "C", "H", "C", "H", "H", "C", "N", "C", "N", "C", "C", "C", "C", "C", "C", "C", "H", "H", "H", "H", "H", "C", "H", "H", "H", "H", "H", "S", "C", "H", "H", "C", "N", "C", "H", "H", "H", "C", "H", "H", "H", "H", "H", "C", "H", "H", "C", "H", "H", "H", "H", "H", "H", "H"],
  "coordinates": [[5.244, -3.861, -0.533], [4.684, -4.505, 0.728], [5.424, -4.503, 1.532], [4.366, -5.530, 0.515], [3.577, -3.773, 1.245], [2.375, -4.048, 0.682], [2.215, -4.869, -0.193], [1.377, -3.326, 1.234], [1.554, -2.275, 2.210], [2.601, -2.236, 2.502], [1.102, -0.932, 1.636], [1.152, -0.173, 2.417], [1.752, -0.624, 0.818], [-0.342, -1.051, 1.142], [-0.886, 0.215, 0.671], [-1.578, 0.973, 1.555], [-2.236, 2.092, 1.119], [-3.017, 2.249, -0.032], [-3.507, 1.150, -0.732], [-4.291, 1.312, -1.863], [-4.594, 2.602, -2.281], [-4.125, 3.697, -1.578], [-3.333, 3.547, -0.451], [-2.826, 4.734, 0.310], [-3.304, 4.798, 1.289], [-3.039, 5.653, -0.231], [-1.750, 4.661, 0.466], [-4.377, 4.692, -1.914], [-5.205, 2.749, -3.159], [-4.809, 0.126, -2.618], [-5.893, 0.175, -2.706], [-4.395, 0.111, -3.626], [-4.541, -0.802, -2.120], [-3.284, 0.157, -0.369], [-2.503, 2.696, 1.889], [-1.608, 0.675, 3.189], [-0.381, 0.798, -0.559], [0.161, 0.021, -1.092], [-1.215, 1.119, -1.188], [0.565, 1.990, -0.323], [1.937, 1.550, -0.137], [2.686, 2.411, 0.754], [3.679, 1.988, 0.901], [2.184, 2.453, 1.719], [2.798, 3.436, 0.366], [2.627, 1.375, -1.398], [2.058, 0.708, -2.042], [2.776, 2.327, -1.932], [3.602, 0.926, -1.212], [0.476, 2.689, -1.170], [0.242, 2.518, 0.576], [-0.443, -2.166, 0.100], [-1.471, -2.271, -0.249], [0.197, -1.963, -0.760], [0.027, -3.473, 0.740], [0.025, -4.286, 0.013], [-0.630, -3.736, 1.577], [-0.968, -1.335, 1.997], [0.948, -2.515, 3.093], [6.124, -4.407, -0.862], [5.519, -2.826, -0.338], [4.496, -3.888, -1.321]]
}


# 2
{
  "formula": "C21H34N4O3S",
  "method": "wB97M-V/def2-TZVPD",
  "total_charge": 0,
  "de_lowest_ev": 0.1731,
  "homo_energy_ev": -8.4,
  "mol_weight_g_mol": 422.59,
  "elements": ["C", "H", "H", "H", "S", "O", "O", "N", "C", "H", "C", "C", "O", "N", "H", "C", "C", "C", "N", "C", "C", "N", "C", "C", "H", "H", "H", "H", "C", "C", "C", "C", "C", "C", "C", "H", "H", "H", "H", "H", "H", "H", "H", "H", "H", "H", "H", "H", "H", "H", "H", "H", "H", "C", "C", "C", "H", "H", "H", "H", "H", "H", "H"],
  "coordinates": [[0.072, -2.203, -2.664], [1.154, -2.257, -2.701], [-0.364, -2.436, -3.625], [-0.320, -2.847, -1.888], [-0.378, -0.502, -2.260], [0.227, -0.177, -0.996], [-0.087, 0.327, -3.390], [-2.040, -0.662, -2.112], [-2.506, -0.788, -0.749], [-1.821, -1.460, -0.230], [-2.567, 0.568, -0.029], [-3.159, 0.341, 1.359], [-4.334, 0.527, 1.614], [-2.274, -0.135, 2.251], [-1.282, -0.224, 2.047], [-2.629, -0.387, 3.627], [-1.616, 0.252, 4.573], [-0.246, -0.420, 4.473], [0.398, -0.260, 3.172], [0.957, 1.077, 3.017], [1.729, 1.212, 1.705], [2.804, 0.242, 1.728], [2.207, -1.076, 1.706], [1.444, -1.263, 3.014], [0.975, -2.251, 3.029], [2.167, -1.204, 3.845], [2.995, -1.831, 1.646], [1.525, -1.198, 0.848], [3.877, 0.453, 0.773], [3.537, 0.246, -0.683], [3.015, 1.282, -1.448], [2.726, 1.096, -2.787], [2.953, -0.132, -3.382], [3.464, -1.174, -2.628], [3.752, -0.985, -1.288], [4.163, -1.801, -0.708], [3.657, -2.135, -3.088], [2.728, -0.273, -4.428], [2.318, 1.907, -3.371], [2.845, 2.246, -0.990], [4.683, -0.234, 1.055], [4.236, 1.476, 0.923], [2.151, 2.218, 1.648], [1.057, 1.053, 0.848], [0.141, 1.803, 3.035], [1.648, 1.304, 3.849], [-0.384, -1.491, 4.643], [0.406, -0.037, 5.278], [-1.972, 0.145, 5.599], [-1.540, 1.317, 4.354], [-3.629, 0.026, 3.784], [-2.668, -1.469, 3.808], [-1.545, 0.948, 0.058], [-3.423, 1.537, -0.843], [-2.893, 1.642, -2.269], [-2.831, 0.257, -2.908], [-2.362, 0.307, -3.891], [-3.834, -0.169, -3.005], [-1.882, 2.057, -2.261], [-3.531, 2.294, -2.866], [-3.421, 2.518, -0.363], [-4.453, 1.174, -0.846], [-3.503, -1.240, -0.772]]
}


# 3
{
  "formula": "C21H34N7S2V",
  "method": "wB97M-V/def2-TZVPD",
  "spin_multiplicity": 2,
  "s_squared": 0.83,
  "total_charge": 1,
  "de_lowest_ev": 0.4621,
  "homo_energy_ev": [-8.8, -7.6],
  "mol_weight_g_mol": 499.63,
  "elements": ["V", "N", "C", "C", "N", "C", "C", "N", "C", "C", "N", "H", "H", "H", "H", "H", "H", "H", "H", "H", "H", "H", "H", "H", "H", "H", "H", "H", "H", "C", "N", "C", "C", "C", "C", "C", "N", "C", "C", "C", "C", "C", "C", "H", "H", "H", "H", "H", "H", "H", "H", "H", "H", "H", "S", "C", "N", "C", "C", "S", "H", "H", "H", "H", "H"],
  "coordinates": [[0.740, 0.425, 0.974], [-1.244, -0.019, 0.123], [-2.164, 1.082, 0.494], [-1.400, 2.392, 0.420], [-0.202, 2.356, 1.293], [0.800, 3.355, 0.839], [1.725, 2.834, -0.301], [1.368, 1.464, -0.766], [-0.592, 2.543, 2.716], [0.151, 1.581, 3.631], [0.061, 0.201, 3.088], [-1.164, -0.032, -0.896], [-1.632, -0.924, 0.376], [-2.523, 0.901, 1.507], [-3.038, 1.131, -0.157], [-2.044, 3.240, 0.676], [-1.077, 2.547, -0.611], [1.424, 3.607, 1.694], [0.292, 4.273, 0.532], [2.737, 2.773, 0.085], [1.724, 3.541, -1.128], [2.188, 1.019, -1.167], [0.677, 1.517, -1.509], [-1.665, 2.364, 2.803], [-0.425, 3.574, 3.037], [-0.254, 1.656, 4.641], [1.206, 1.836, 3.678], [-0.863, -0.179, 3.268], [0.723, -0.395, 3.580], [0.921, -2.363, -0.469], [1.509, -1.320, 0.374], [2.746, -1.531, 0.789], [3.346, -0.518, 1.556], [4.597, -0.386, 2.175], [4.611, 0.880, 2.751], [3.378, 1.479, 2.466], [2.584, 0.640, 1.748], [0.268, -3.489, 0.310], [0.270, -4.782, -0.200], [-0.365, -5.814, 0.481], [-1.008, -5.564, 1.685], [-1.006, -4.278, 2.208], [-0.371, -3.250, 1.524], [1.672, -2.781, -1.143], [0.169, -1.899, -1.114], [3.286, -2.439, 0.531], [5.380, -1.128, 2.192], [5.414, 1.335, 3.311], [3.066, 2.477, 2.742], [0.775, -4.986, -1.138], [-0.349, -6.817, 0.073], [-1.495, -6.369, 2.220], [-1.491, -4.081, 3.156], [-0.336, -2.255, 1.955], [-1.298, 1.186, -3.108], [-2.225, 0.831, -4.443], [-2.519, 1.679, -5.423], [-3.522, 1.263, -6.399], [-3.450, -0.258, -6.421], [-2.951, -0.723, -4.731], [-2.223, 2.640, -5.341], [-3.295, 1.685, -7.376], [-4.510, 1.607, -6.089], [-2.695, -0.620, -7.115], [-4.408, -0.713, -6.654]]
}


# 4
{
  "formula": "C21H35BClFIN4O8P2S",
  "method": "wB97M-V/def2-TZVPD",
  "total_charge": 1,
  "de_lowest_ev": 6.9650,
  "homo_energy_ev": -11.4,
  "mol_weight_g_mol": 757.71,
  "elements": ["C", "C", "O", "B", "O", "C", "C", "C", "O", "N", "C", "O", "F", "C", "P", "S", "C", "C", "C", "O", "Cl", "C", "P", "O", "I", "N", "C", "C", "C", "C", "H", "H", "H", "H", "H", "H", "H", "H", "H", "H", "H", "H", "H", "H", "H", "H", "H", "H", "H", "H", "H", "C", "C", "O", "N", "C", "H", "H", "H", "H", "H", "H", "H", "C", "C", "O", "N", "C", "H", "H", "H", "H", "H", "H", "H"],
  "coordinates": [[-2.934, 1.512, -3.591], [-1.662, 2.487, -3.321], [-0.525, 1.878, -4.009], [0.574, 1.656, -3.117], [1.839, 2.314, -3.404], [0.537, 0.727, -1.780], [0.791, 1.588, -0.481], [1.000, 3.192, -0.538], [-0.038, 3.902, -0.379], [2.347, 3.721, -0.792], [2.418, 5.169, -0.537], [1.958, 5.935, -1.403], [3.003, 5.713, 0.641], [0.853, 0.945, 0.935], [1.131, 1.962, 2.497], [2.992, 1.676, 3.040], [0.661, -0.625, 0.898], [0.769, -1.361, 2.319], [-0.684, -1.551, 3.029], [-1.637, -0.807, 2.720], [-0.787, -2.848, 4.299], [0.388, -1.380, -0.468], [0.237, -3.258, -0.096], [0.753, -4.233, -1.398], [-2.186, -3.860, 0.159], [0.310, -0.719, -1.758], [0.037, -1.475, -3.007], [-1.298, -2.390, -2.994], [1.355, -2.235, -3.617], [2.186, -1.318, -4.644], [-2.908, 0.618, -2.856], [-3.929, 2.068, -3.551], [-2.818, 1.075, -4.649], [-1.474, 2.662, -2.194], [-1.935, 3.521, -3.751], [1.613, 3.111, -3.945], [2.975, 3.185, -0.156], [0.792, 3.347, 2.321], [0.275, 1.444, 3.531], [1.381, -0.743, 3.088], [1.329, -2.375, 2.263], [1.536, -4.767, -1.113], [-0.220, -0.802, -3.920], [-1.121, -3.508, -2.920], [-1.950, -2.248, -3.944], [-1.956, -1.956, -2.146], [1.019, -3.244, -4.065], [2.086, -2.510, -2.759], [1.673, -1.220, -5.662], [2.437, -0.320, -4.143], [3.185, -1.874, -4.833], [1.066, -5.764, 4.309], [2.471, -5.602, 3.795], [2.713, -5.080, 2.711], [3.488, -6.055, 4.576], [3.403, -6.692, 5.873], [0.364, -5.357, 3.580], [0.838, -6.822, 4.453], [0.945, -5.218, 5.247], [4.402, -5.913, 4.168], [3.966, -6.088, 6.589], [3.862, -7.680, 5.801], [2.376, -6.795, 6.217], [-2.735, 4.139, 1.145], [-3.835, 4.203, 0.120], [-4.020, 3.307, -0.695], [-4.637, 5.303, 0.118], [-4.577, 6.454, 0.993], [-2.181, 3.207, 1.024], [-2.045, 4.973, 1.005], [-3.159, 4.161, 2.152], [-5.352, 5.277, -0.596], [-5.532, 6.539, 1.515], [-4.425, 7.344, 0.378], [-3.773, 6.378, 1.722]]
}


# 5
{
  "formula": "C21H35N2O5S",
  "method": "wB97M-V/def2-TZVPD",
  "total_charge": 1,
  "de_lowest_ev": 13.1006,
  "homo_energy_ev": -11.7,
  "mol_weight_g_mol": 427.59,
  "elements": ["C", "C", "C", "C", "C", "C", "C", "C", "S", "C", "O", "O", "C", "C", "N", "O", "C", "O", "C", "C", "C", "C", "C", "C", "H", "H", "H", "H", "H", "H", "H", "H", "H", "H", "H", "H", "H", "H", "H", "H", "H", "H", "H", "H", "H", "H", "H", "H", "H", "H", "H", "H", "C", "O", "N", "C", "C", "H", "H", "H", "H", "H", "H", "H"],
  "coordinates": [[1.198, -3.854, -0.312], [1.963, -3.887, -1.786], [2.983, -2.619, -1.998], [2.357, -1.362, -2.848], [0.806, -0.976, -2.470], [0.677, 0.677, -2.287], [-0.749, 0.945, -1.528], [-1.636, 2.280, -1.865], [-0.918, 3.991, -1.627], [0.250, 4.489, -3.012], [-0.175, 4.217, -0.289], [-2.086, 5.055, -1.653], [-2.920, 1.940, -0.847], [-2.366, 0.786, 0.230], [-0.846, 0.876, -0.021], [-0.055, 0.000, 0.659], [0.582, 0.736, 1.775], [-0.063, 0.975, 2.947], [2.148, 1.273, 1.700], [3.125, 0.606, 0.546], [4.710, 0.973, 0.339], [5.347, 2.103, 1.381], [4.407, 2.821, 2.529], [2.798, 2.413, 2.686], [0.093, -3.466, -0.527], [1.704, -2.985, 0.323], [1.184, -4.888, 0.235], [1.220, -4.053, -2.690], [2.648, -4.864, -1.765], [3.473, -2.242, -0.977], [3.903, -3.031, -2.637], [2.389, -1.590, -4.007], [3.004, -0.388, -2.619], [0.412, -1.439, -1.468], [0.149, -1.240, -3.414], [0.662, 1.110, -3.378], [1.578, 1.151, -1.711], [-1.422, 0.060, -1.956], [-2.044, 2.344, -2.980], [1.293, 3.979, -2.762], [0.338, 5.670, -3.099], [-0.203, 4.054, -4.005], [-3.619, 1.291, -1.557], [-3.443, 2.894, -0.399], [-2.750, 0.869, 1.332], [-2.657, -0.293, -0.147], [-0.632, 1.772, 0.502], [2.627, -0.189, -0.176], [5.371, 0.451, -0.502], [6.479, 2.389, 1.288], [4.845, 3.624, 3.285], [2.095, 2.903, 3.499], [-3.070, -1.738, 2.513], [-3.090, -1.609, 1.295], [-4.073, -2.301, 3.273], [-3.974, -2.417, 4.713], [-5.264, -2.793, 2.613], [-2.212, -1.398, 3.114], [-4.038, -3.474, 4.988], [-4.802, -1.868, 5.170], [-3.028, -2.008, 5.077], [-4.979, -3.566, 1.892], [-5.739, -1.968, 2.073], [-5.966, -3.209, 3.340]]
}


# 6
{
  "formula": "C21H36Br2CsN6OSi2",
  "method": "wB97M-V/def2-TZVPD",
  "total_charge": -1,
  "de_lowest_ev": 0.0000,
  "homo_energy_ev": -3.6,
  "mol_weight_g_mol": 737.45,
  "elements": ["Cs", "C", "N", "C", "C", "N", "N", "C", "N", "N", "H", "H", "H", "H", "H", "H", "H", "H", "H", "H", "H", "C", "C", "C", "C", "C", "C", "Br", "C", "C", "Br", "C", "O", "C", "N", "H", "H", "H", "H", "H", "H", "C", "Si", "C", "C", "C", "Si", "C", "C", "C", "H", "H", "H", "H", "H", "H", "H", "H", "H", "H", "H", "H", "H", "H", "H", "H", "H", "H", "H"],
  "coordinates": [[0.056, -0.341, -1.110], [3.935, -4.605, -1.918], [4.143, -3.998, -0.621], [5.147, -4.541, 0.270], [3.373, -2.889, -0.299], [2.533, -2.332, -1.090], [3.621, -2.423, 0.992], [2.923, -1.436, 1.717], [3.590, -1.200, 2.931], [1.844, -0.925, 1.337], [4.564, -5.487, -2.001], [4.201, -3.930, -2.738], [2.896, -4.917, -2.055], [5.677, -5.336, -0.247], [4.716, -4.978, 1.177], [5.889, -3.791, 0.558], [2.570, -2.799, -1.991], [4.171, -3.012, 1.587], [4.579, -1.023, 2.834], [3.144, -0.464, 3.462], [1.466, -0.177, 1.920], [-3.178, 2.611, -1.437], [-3.413, 1.840, -2.708], [-4.516, 2.113, -3.542], [-4.692, 1.398, -4.692], [-3.775, 0.389, -5.044], [-3.850, -0.429, -6.195], [-5.274, -0.195, -7.453], [-2.919, -1.400, -6.433], [-1.863, -1.606, -5.544], [-0.595, -2.976, -5.919], [-1.663, -0.848, -4.373], [-0.722, -0.985, -3.551], [-2.695, 0.180, -4.147], [-2.544, 0.902, -3.014], [-3.997, 3.303, -1.236], [-2.252, 3.183, -1.513], [-3.072, 1.936, -0.587], [-5.223, 2.885, -3.262], [-5.539, 1.593, -5.337], [-3.000, -2.016, -7.318], [-0.639, -0.893, 3.582], [-1.494, 0.584, 2.755], [-2.907, -0.138, 1.719], [-2.373, 1.382, 4.236], [-0.422, 1.647, 1.797], [0.749, 2.844, 2.379], [2.154, 2.066, 3.410], [0.138, 4.247, 3.499], [1.594, 3.722, 0.928], [-1.366, -1.407, 4.221], [0.178, -0.554, 4.229], [-0.223, -1.617, 2.876], [-3.466, -0.881, 2.294], [-2.577, -0.623, 0.794], [-3.599, 0.661, 1.437], [-3.045, 0.682, 4.746], [-2.954, 2.255, 3.926], [-1.631, 1.726, 4.964], [-0.935, 2.007, 0.891], [1.760, 1.346, 4.135], [2.703, 2.831, 3.967], [2.861, 1.550, 2.750], [-0.312, 3.822, 4.402], [-0.655, 4.790, 2.973], [0.906, 4.964, 3.801], [2.131, 3.008, 0.297], [2.310, 4.470, 1.284], [0.859, 4.236, 0.301]]
}


# 7
{
  "formula": "C21H36Cl2N3O4Pm",
  "method": "wB97M-V/def2-TZVPD",
  "spin_multiplicity": 5,
  "s_squared": 6.01,
  "total_charge": 0,
  "de_lowest_ev": 3.7386,
  "homo_energy_ev": [-5.6, -5.6],
  "mol_weight_g_mol": 610.44,
  "elements": ["O", "C", "C", "C", "H", "C", "H", "C", "H", "C", "H", "C", "H", "H", "C", "C", "H", "H", "H", "C", "C", "H", "H", "H", "H", "Pm", "Cl", "Cl", "C", "O", "N", "C", "C", "H", "H", "H", "H", "H", "H", "H", "H", "H", "C", "C", "N", "H", "C", "O", "H", "H", "H", "H", "C", "N", "C", "C", "C", "O", "H", "H", "H", "H", "H", "H", "H", "H", "H"],
  "coordinates": [[3.317, 1.686, -1.463], [2.362, 2.004, -2.131], [1.603, 3.301, -2.139], [0.943, 3.894, -1.055], [0.562, 3.359, -0.168], [0.712, 5.269, -1.152], [0.326, 5.865, -0.343], [1.057, 5.956, -2.340], [0.970, 7.039, -2.439], [1.514, 5.268, -3.472], [1.833, 5.727, -4.406], [1.665, 3.901, -3.405], [1.958, 3.248, -4.249], [1.898, 1.293, -2.892], [0.033, -0.395, -3.351], [-0.583, 0.457, -2.350], [0.015, 0.075, -4.352], [-0.535, -1.310, -3.413], [1.094, -0.663, -3.135], [-1.298, 1.519, -2.591], [-2.434, 1.448, -3.595], [-1.146, 2.492, -2.138], [-2.350, 2.226, -4.353], [-3.372, 1.477, -3.053], [-2.387, 0.453, -4.059], [-1.097, -0.393, -0.370], [-2.088, 1.821, 0.675], [-3.080, -1.447, -1.693], [-3.181, -1.242, 1.680], [-1.974, -1.532, 1.459], [-4.002, -2.078, 2.295], [-3.477, -3.347, 2.794], [-5.428, -1.825, 2.438], [-3.594, -0.275, 1.365], [-2.397, -3.365, 2.549], [-3.985, -4.185, 2.303], [-3.629, -3.411, 3.871], [-5.667, -0.851, 1.994], [-5.708, -1.836, 3.489], [-6.007, -2.605, 1.909], [1.851, -5.165, -0.768], [4.285, -4.021, -0.577], [1.694, -4.368, -1.520], [3.904, -3.277, -1.284], [2.462, -3.175, -1.172], [0.615, -4.140, -1.594], [1.867, -2.081, -0.709], [0.611, -1.982, -0.594], [4.346, -2.307, -1.067], [2.544, -1.245, -0.454], [2.063, -4.747, -2.491], [4.162, -3.584, -2.297], [1.486, 0.056, 5.129], [0.737, 0.210, 3.880], [-0.678, 0.531, 3.987], [1.247, -0.013, 2.659], [2.719, -0.350, 2.563], [0.530, 0.068, 1.632], [0.785, 0.216, 5.947], [2.285, 0.787, 5.195], [1.905, -0.945, 5.211], [-0.956, 1.348, 3.304], [-1.300, -0.344, 3.738], [-0.869, 0.822, 5.022], [2.831, -1.360, 2.130], [3.207, 0.369, 1.883], [3.227, -0.324, 3.532]]
}


- Number 2 is which compound?
  C21H34N4O3S